No. 1
C4H9FO in the gas phase, computed with ωB97M-V/def2-TZVPD.

Last column: natural (NBO) charge in e.
CARTESIAN COORDINATES (ANGSTROEM)
C (1.392, -0.927, 0.150)  -0.633
C (0.397, 1.348, 0.326)  -0.616
C (-1.087, -0.481, -0.769)  -0.119
C (0.136, -0.150, 0.462)  -0.184
O (-2.318, 0.140, -0.626)  -0.157
F (-2.981, 0.083, 0.702)  -0.172
H (1.189, -1.983, 0.103)  0.215
H (2.252, -0.757, 0.840)  0.227
H (1.603, -0.718, -0.864)  0.205
H (0.815, 1.568, -0.579)  0.192
H (1.106, 1.653, 1.079)  0.207
H (-0.460, 1.914, 0.510)  0.218
H (-0.525, 0.106, -1.608)  0.215
H (-1.079, -1.590, -1.186)  0.175
H (-0.441, -0.206, 1.461)  0.226

Results
Maximum force (eV/A): 4.181
ΔE to the lowest compared entry with this formula, charge and spin (kcal per mole): 110.3
Multiplicity: 1
LUMO (eV): 0.11
SMILES: CC(C)COF
Molar mass (g mol⁻¹): 92.113
E_tot (eV): -9053.875

---

No. 2
A 2-piece molecular cluster, F2H2SSi overall, computed with ωB97M-V/def2-TZVPD.

Last column: natural (NBO) charge in e.
CARTESIAN COORDINATES (ANGSTROEM)
F (-1.372, 1.173, 0.496)  -0.648
F (-0.485, -0.910, -0.548)  -0.646
Si (-0.414, -0.068, 0.805)  1.754
S (1.527, 0.633, 1.193)  -0.249
H (-0.983, -0.852, 1.864)  -0.235
H (1.069, 0.830, -1.956)  0.024

Results
Maximum force (eV/A): 1.167
ΔE to the lowest compared entry with this formula, charge and spin (kcal per mole): 80.5
Multiplicity: 1
LUMO (spin up / spin down) (eV): -0.44 / -3.31
Molar mass (g mol⁻¹): 100.165
E_tot (eV): -24180.476

---

No. 3
C5H7NO as an isolated structure, computed with ωB97M-V/def2-TZVPD.

Last column: natural (NBO) charge in e.
CARTESIAN COORDINATES (ANGSTROEM)
C (0.703, 0.188, 1.300)  -0.595
C (0.264, -0.758, 0.172)  -0.348
C (-0.522, -0.046, -0.909)  -0.091
C (-1.908, 1.406, -0.943)  0.158
O (-1.753, 0.315, -0.156)  -0.546
C (1.417, -1.402, -0.461)  0.280
N (2.322, -1.888, -0.979)  -0.307
H (1.280, -0.361, 2.048)  0.229
H (-0.172, 0.629, 1.785)  0.232
H (1.333, 0.995, 0.910)  0.216
H (-0.398, -1.533, 0.569)  0.255
H (0.106, 0.808, -1.269)  0.217
H (-0.804, -0.640, -1.782)  0.233
H (-1.905, 2.276, -0.246)  0.068

Results
Maximum force (eV/A): 2.007
ΔE to the lowest compared entry with this formula, charge and spin (kcal per mole): 116.9
Multiplicity: 1
LUMO (eV): -0.04
Molar mass (g mol⁻¹): 97.117
E_tot (eV): -8831.135

---

No. 4
C24H26N4S2SiY as an isolated structure, computed with ωB97M-V/def2-TZVPD.

Last column: natural (NBO) charge in e.
CARTESIAN COORDINATES (ANGSTROEM)
C (1.045, 2.003, 1.378)  -0.401
C (0.062, 2.320, 0.394)  -0.400
C (-1.216, 2.319, 1.024)  -0.373
H (0.248, 2.581, -0.646)  0.251
C (-1.026, 2.017, 2.407)  -0.395
C (0.373, 1.826, 2.625)  -0.392
H (0.852, 1.684, 3.593)  0.248
H (2.124, 1.994, 1.228)  0.243
H (-2.166, 2.570, 0.546)  0.249
H (-1.801, 2.034, 3.176)  0.250
Y (-0.385, 0.005, 1.190)  1.412
C (-1.277, -2.512, -2.563)  -0.960
H (-2.279, -2.508, -2.138)  0.281
H (-1.067, -3.486, -3.034)  0.286
H (-1.172, -1.782, -3.388)  0.299
Si (-0.101, -0.841, -1.958)  1.171
C (1.678, -0.635, -2.398)  -0.501
C (2.357, 0.588, -2.212)  -0.216
H (1.805, 1.491, -1.933)  0.225
C (3.740, 0.669, -2.414)  -0.164
H (4.252, 1.629, -2.302)  0.218
C (4.464, -0.461, -2.811)  -0.223
H (5.538, -0.388, -3.004)  0.228
C (3.794, -1.670, -3.007)  -0.193
H (4.345, -2.547, -3.337)  0.225
C (2.412, -1.757, -2.819)  -0.218
H (1.890, -2.698, -3.004)  0.206
C (-1.158, 0.605, -2.466)  -0.517
C (-0.692, 1.465, -3.478)  -0.220
H (0.252, 1.241, -3.984)  0.221
C (-1.448, 2.576, -3.871)  -0.197
H (-1.082, 3.206, -4.682)  0.226
C (-2.669, 2.856, -3.247)  -0.224
H (-3.250, 3.734, -3.546)  0.226
C (-3.161, 1.983, -2.270)  -0.220
H (-4.143, 2.166, -1.824)  0.218
C (-2.423, 0.854, -1.895)  -0.192
H (-2.842, 0.136, -1.182)  0.197
H (-0.207, -1.195, -0.491)  -0.301
H (-0.455, -2.530, -1.738)  0.271
N (-3.830, -0.165, 2.312)  -0.782
C (-2.984, -0.839, 3.112)  0.283
N (-1.686, -0.991, 2.839)  -0.659
C (-1.002, -1.672, 3.869)  0.089
C (-1.837, -2.053, 4.900)  -0.411
S (-3.475, -1.535, 4.633)  0.433
C (0.433, -1.720, 3.787)  0.120
C (1.352, -2.090, 4.749)  -0.408
S (2.976, -1.684, 4.288)  0.437
C (2.363, -1.079, 2.760)  0.297
N (1.035, -1.150, 2.641)  -0.651
N (3.177, -0.541, 1.826)  -0.781
H (-4.798, -0.111, 2.600)  0.413
H (-3.546, 0.167, 1.394)  0.421
H (-1.495, -2.587, 5.777)  0.254
H (1.073, -2.539, 5.695)  0.257
H (4.170, -0.538, 2.033)  0.420
H (2.862, -0.413, 0.868)  0.426

Results
Maximum force (eV/A): 4.983
ΔE to the lowest compared entry with this formula, charge and spin (kcal per mole): 63.4
Multiplicity: 1
LUMO (spin up / spin down) (eV): -2.43 / -2.44
Net charge: +1
Molar mass (g mol⁻¹): 551.626
E_tot (eV): -61852.632

---

No. 5
C20H13ClIN4OPt as an isolated structure, computed with ωB97M-V/def2-TZVPD.

Last column: natural (NBO) charge in e.
CARTESIAN COORDINATES (ANGSTROEM)
Pt (0.512, -1.003, -0.188)  0.857
Cl (3.155, 5.472, -0.862)  0.009
C (2.532, 4.016, -0.140)  -0.114
C (2.370, 3.942, 1.218)  -0.194
C (1.858, 2.800, 1.835)  -0.289
I (1.599, 2.754, 3.893)  0.180
C (1.482, 1.650, 1.126)  0.404
O (0.983, 0.604, 1.645)  -0.800
C (1.687, 1.747, -0.311)  0.031
N (1.339, 0.660, -1.074)  -0.448
C (1.442, 0.685, -2.391)  0.055
C (1.917, 1.812, -3.069)  -0.271
C (2.289, 2.912, -2.354)  -0.115
C (2.187, 2.921, -0.946)  -0.025
H (2.638, 4.800, 1.820)  0.247
H (1.157, -0.213, -2.920)  0.219
H (1.990, 1.792, -4.147)  0.241
H (2.665, 3.792, -2.859)  0.247
C (-0.899, -4.899, 1.022)  -0.226
C (-2.267, -4.703, 1.033)  -0.120
C (-2.764, -3.431, 0.805)  -0.200
C (-1.888, -2.393, 0.556)  0.186
N (-0.555, -2.602, 0.498)  -0.427
C (-0.076, -3.825, 0.745)  0.087
C (-2.320, -0.991, 0.346)  0.170
C (-3.595, -0.537, 0.609)  -0.201
C (-3.881, 0.811, 0.450)  -0.117
C (-2.875, 1.667, 0.045)  -0.220
C (-1.616, 1.149, -0.199)  0.105
N (-1.349, -0.151, -0.063)  -0.459
H (-0.465, -5.869, 1.215)  0.250
H (-2.940, -5.529, 1.222)  0.245
H (-3.828, -3.247, 0.813)  0.238
H (0.997, -3.935, 0.726)  0.219
H (-4.355, -1.222, 0.954)  0.235
H (-4.874, 1.188, 0.657)  0.244
H (-3.046, 2.727, -0.071)  0.251
H (-0.797, 1.785, -0.501)  0.233
N (3.229, -2.430, -0.380)  -0.591
C (2.212, -1.891, -0.328)  0.386
H (4.151, -2.816, -0.424)  0.478

Results
Maximum force (eV/A): 0.443
ΔE to the lowest compared entry with this formula, charge and spin (kcal per mole): 1.0
Multiplicity: 1
LUMO (eV): -3.98
Net charge: +1
Molar mass (g mol⁻¹): 682.786
E_tot (eV): -52823.744